9
Properties=species:S:1:pos:R:3:forces:R:3:lowdin_charge:R:1 method="wB97M-V/def2-TZVPD" homo_lumo_gap_ev=7.92 multiplicity=1 total_charge=0 e_above_lowest_kcal_mol=121.05
H -1.4668 -0.0694 -1.6449 -0.50 -0.18 -1.78 0.082
H -2.1331 0.3288 1.2850 0.17 0.40 0.21 0.095
C 1.5291 0.6251 0.0298 -2.73 -6.20 1.03 -0.586
H 1.4948 1.6059 -0.1589 -0.86 3.92 -0.53 -0.058
S 2.8950 -0.1412 -0.0538 1.22 -0.54 0.02 0.618
H 0.3422 -1.5686 0.4234 0.09 -0.34 0.29 0.072
C -0.0946 -0.6062 0.2399 1.91 4.11 -0.62 -0.148
C -1.3964 0.0721 0.5511 0.23 -1.47 0.87 -0.015
C -1.1701 -0.2465 -0.6716 0.47 0.31 0.52 -0.060

***

10
Properties=species:S:1:pos:R:3:forces:R:3:lowdin_charge:R:1 method="wB97M-V/def2-TZVPD" homo_lumo_gap_ev=7.45 multiplicity=1 total_charge=0 smiles="C1CC2=C(S1)S2" e_above_lowest_kcal_mol=75.64
S -1.6101 -0.9163 -3.5927 0.41 0.36 1.52 0.743
C 0.7385 0.2370 -0.3939 0.42 0.06 -0.13 -0.381
S 1.3234 0.3392 -2.1783 -0.08 0.14 0.00 0.868
C -0.1960 -0.3475 -2.6515 -0.91 -0.57 1.33 -0.965
H -0.7703 -1.1726 0.3675 -0.02 0.13 0.07 0.107
H 1.4355 -0.4303 0.1097 -0.06 0.05 0.04 0.068
C -0.7259 -0.2978 -0.2847 -0.16 0.10 0.44 -0.206
C -1.0139 -0.6360 -1.6813 0.44 -0.14 -3.37 -0.410
H -1.3982 0.4689 0.1076 0.03 -0.05 0.06 0.109
H 0.8425 1.2398 0.0172 -0.05 -0.10 0.05 0.067

***

10
Properties=species:S:1:pos:R:3:forces:R:3:lowdin_charge:R:1 method="wB97M-V/def2-TZVPD" homo_lumo_gap_ev="7.24 / 7.24" multiplicity=1 total_charge=0 e_above_lowest_kcal_mol=42.01
H 2.3042 1.0839 -0.4370 0.17 0.53 0.03 0.066
H -1.9768 -0.3445 -2.2474 -0.64 -1.89 3.19 0.086
H -0.7733 -0.6352 2.2927 -1.01 -0.41 1.41 0.040
C 1.3566 0.8266 -0.0084 -0.10 -0.64 0.30 -0.463
S 1.1577 0.6504 1.6613 -0.06 0.03 0.65 0.977
Se -2.1941 -1.3300 -0.4279 0.69 2.02 -3.49 0.701
C 0.3656 0.2225 -0.7113 0.77 -0.14 0.01 -0.249
C -0.3128 -0.2114 1.4672 0.70 0.69 -1.92 -0.465
H 0.7382 0.0834 -1.7368 -1.68 -0.25 0.01 0.109
C -0.6653 -0.3455 0.1475 1.17 0.06 -0.19 -0.802

***

18
Properties=species:S:1:pos:R:3:forces:R:3:lowdin_charge:R:1 method="wB97M-V/def2-TZVPD" homo_lumo_gap_ev=8.41 multiplicity=1 total_charge=0
F 1.3551 -2.0006 -2.9004 0.25 0.11 -0.01 -0.241
C 0.4668 0.3227 1.8975 -0.90 -0.03 0.26 -0.093
C 0.8664 1.1876 0.9162 0.45 0.11 0.07 -0.211
K -1.3984 1.0553 -1.1132 0.13 -0.70 -0.19 0.917
H -0.2943 3.3193 3.0936 0.06 0.02 0.01 0.110
N 0.6386 2.4705 1.3722 -0.29 -0.19 -0.45 -0.007
H 0.4824 -0.7538 1.9280 0.24 -0.01 -0.39 0.109
H -0.5637 0.7155 3.8376 -0.01 0.08 0.04 0.097
C -0.1312 1.1024 2.9311 0.47 0.13 -0.06 -0.091
H 0.7873 3.2949 0.8183 0.15 0.09 0.20 0.144
F -0.2740 -1.3141 -1.2103 0.06 0.56 0.84 -0.369
C 0.0176 2.4216 2.5880 -0.26 -0.05 0.09 -0.134
As -0.3063 -2.3514 -2.6337 0.04 -0.41 0.09 0.664
F 0.0972 -3.6917 -1.6406 0.06 -0.12 0.07 -0.233
F -0.7326 -0.8863 -3.4796 -0.20 0.54 -0.44 -0.297
H 1.3571 1.0192 -0.0300 0.15 -0.09 0.09 0.111
F -1.9871 -2.6060 -2.3294 -0.35 0.00 0.07 -0.255
F -0.3808 -3.3051 -4.0455 -0.04 -0.04 -0.32 -0.222

***

13
Properties=species:S:1:pos:R:3:forces:R:3:lowdin_charge:R:1 method="wB97M-V/def2-TZVPD" homo_lumo_gap_ev="7.57 / 6.39" multiplicity=4 total_charge=+2 e_above_lowest_kcal_mol=62.20
H 1.4051 -1.0231 1.3994 -0.05 -0.08 -0.19 0.166
H -1.1382 -1.0086 1.3173 0.22 0.00 -0.21 0.151
C 0.8036 -0.4189 0.7167 4.15 1.78 -0.05 0.060
Li -3.7703 0.5151 0.3315 -1.09 0.34 0.40 0.879
C -0.5015 -0.7751 0.4568 -3.29 -0.22 1.56 -0.032
C -1.2501 -0.5461 -0.8189 0.73 -1.22 -1.07 -0.254
H 0.8526 1.3525 -0.5427 0.25 -0.25 0.19 0.135
H -1.0641 -1.7288 -0.9392 -1.36 1.25 -0.96 0.250
Au 3.7357 2.0840 -0.1221 11.95 12.12 -4.75 1.122
O 2.6492 0.9711 0.3116 -9.61 -12.03 5.34 -0.367
O -2.5022 -0.1098 -0.6442 1.80 -0.92 -0.23 -0.040
H -0.6614 -0.0130 -1.5901 -0.52 -0.38 0.18 0.148
C 1.4417 0.7006 0.1238 -3.18 -0.39 -0.23 -0.218

***

16
Properties=species:S:1:pos:R:3:forces:R:3:lowdin_charge:R:1 method="wB97M-V/def2-TZVPD" homo_lumo_gap_ev="4.17 / 4.21" multiplicity=2 total_charge=+4
O 2.7445 -1.0918 0.0806 2.20 -1.44 0.59 -0.232
C 1.9489 -0.0915 0.1178 -7.33 -1.52 -3.24 -0.775
H -1.1638 1.3874 0.5557 0.10 -0.21 -0.17 0.175
H 0.1237 0.6663 -2.1872 0.26 0.27 0.09 0.166
C -2.7318 -0.4935 0.8286 -1.33 0.35 1.55 0.023
Bi 4.1998 0.1114 1.0223 2.82 0.93 1.42 2.511
O 0.7538 -0.2566 -0.4044 9.97 -2.99 1.26 0.029
O -3.2508 -1.4300 1.4681 0.82 0.30 -0.74 0.351
Li 2.4372 -2.7202 -0.7973 -0.29 -1.31 -0.66 0.910
O -1.6803 -0.5782 0.1822 3.21 -1.07 -1.61 0.160
H 0.4857 2.0648 -0.9099 -0.21 0.02 -0.39 0.178
H -3.9276 -1.1619 2.1207 -0.78 -0.04 0.13 0.225
O 2.3327 0.9744 0.6394 1.31 1.78 0.96 -0.054
H -1.4489 0.9114 -1.3621 -1.65 0.78 2.46 0.262
C -0.8944 0.6203 -0.1751 -7.82 6.56 -3.61 -0.081
C 0.0714 1.0876 -1.1795 -1.27 -2.43 1.93 0.152